(1)
A 8-piece molecular cluster, C24H27F8IO22P overall in a non-equilibrium geometry, computed with ωB97M-V with the def2-TZVPD basis set.

```
83
Properties=species:S:1:pos:R:3:lowdin_charge:R:1
C 2.97400 3.61619 -3.33120 -0.116
C 2.05956 2.28133 -3.69624 -0.435
F 1.58297 2.30409 -5.11873 -0.205
C 0.88215 1.96189 -2.60116 -0.462
P -0.69522 3.00300 -2.87453 0.382
O -0.33692 4.68075 -3.23508 -0.517
I -1.85363 2.09317 -4.90414 0.146
H 3.67269 3.78078 -4.28469 0.072
H 2.34698 4.59519 -3.19007 0.057
H 3.70168 3.38152 -2.41920 0.084
H 2.81867 1.36140 -3.64350 0.101
H 1.31599 2.31874 -1.54928 0.003
H 0.30466 5.07534 -2.57417 0.021
C 3.75457 -1.26151 -5.92835 -0.073
C 2.28925 -1.14602 -5.68096 -0.321
O 2.00725 -2.24962 -4.85065 0.151
C 3.15895 -2.47604 -4.15857 -0.478
O 3.22971 -3.16433 -3.15402 0.123
O 4.22503 -1.83095 -4.72320 0.076
F 1.59323 -1.28949 -6.83102 0.083
H 3.99196 -1.93016 -6.76258 0.145
H 4.22307 -0.29094 -6.11245 0.148
H 1.99068 -0.22047 -5.17724 0.158
C -1.76838 0.57266 0.92657 -0.086
C -1.18905 0.58661 2.29984 -0.326
O -0.08418 1.45402 2.18260 0.137
C -0.42278 2.32769 1.19330 -0.495
O 0.14964 3.38520 0.98864 0.109
O -1.48805 1.87795 0.46227 0.051
F -0.73367 -0.63900 2.64362 0.072
H -1.28416 -0.15790 0.26990 0.155
H -2.84477 0.38093 0.93117 0.108
H -1.87089 0.96099 3.07085 0.167
C -6.70664 3.05697 2.01717 -0.077
C -5.46318 3.41177 2.75853 -0.324
O -4.54552 2.42026 2.35642 0.143
C -4.93563 2.06466 1.10022 -0.463
O -4.23858 1.43970 0.31829 0.142
O -6.20161 2.50074 0.81988 0.086
F -5.64980 3.30322 4.09309 0.076
H -7.31151 2.30756 2.53861 0.148
H -7.33133 3.93022 1.81081 0.145
H -5.06392 4.40264 2.51709 0.182
C 3.38495 -6.12902 -0.17421 -0.063
C 4.07992 -4.94469 -0.75393 -0.331
O 5.36434 -5.43552 -1.06416 0.153
C 5.18378 -6.76039 -1.32640 -0.504
O 6.00328 -7.46372 -1.89351 0.139
O 3.96799 -7.20399 -0.88305 0.033
F 4.20996 -3.96336 0.16681 0.088
H 3.57955 -6.25230 0.89646 0.148
H 2.30367 -6.09552 -0.33263 0.150
H 3.60925 -4.54676 -1.65927 0.139
C -5.29075 2.13583 8.39340 -0.079
C -4.99773 0.67482 8.35777 -0.334
O -4.57709 0.45536 7.03044 0.144
C -4.01634 1.63323 6.63691 -0.501
O -3.29858 1.75634 5.65838 0.146
O -4.35013 2.65961 7.47751 0.076
F -6.11988 -0.04751 8.57382 0.078
H -6.30307 2.37339 8.04966 0.149
H -5.14884 2.56433 9.38921 0.144
H -4.21090 0.35781 9.05053 0.177
C 2.78070 -8.96201 -3.28611 -0.070
C 2.47125 -8.36565 -4.61664 -0.326
O 1.32739 -9.07389 -5.03721 0.141
C 0.68718 -9.42808 -3.88771 -0.503
O -0.47029 -9.80982 -3.83870 0.140
O 1.49838 -9.29599 -2.79410 0.077
F 3.46874 -8.60644 -5.49681 0.081
H 3.38885 -9.86980 -3.35985 0.155
H 3.28418 -8.25558 -2.62064 0.116
H 2.25030 -7.29334 -4.58745 0.180
C 0.94906 6.00613 2.84544 -0.079
C -0.24933 6.81676 2.48707 -0.330
O -0.16339 7.93005 3.34735 0.135
C 1.16910 8.09857 3.57705 -0.507
O 1.66000 9.11208 4.04575 0.132
O 1.89033 6.99536 3.21068 0.074
F -1.38803 6.14580 2.77135 0.076
H 0.77165 5.34171 3.69777 0.152
H 1.31380 5.40912 2.00524 0.132
H -0.26651 7.15640 1.44598 0.181
```

For the HOMO energy, the calculation gives -3.50 eV. The net charge is -1. For the HOMO-LUMO gap, the calculation gives 0.1852 hartree. For the strongest force on any atom, the calculation gives 0.07261 Eh/bohr. As for the total energy: -109499.472 eV.

(2)
C4H10BrCaO5PS as an isolated structure in a non-equilibrium geometry, computed with ωB97M-V with the def2-TZVPD basis set.

```
23
Properties=species:S:1:pos:R:3:lowdin_charge:R:1
C -0.26047 2.56522 -1.65950 -0.116
C -0.13779 1.10276 -0.88254 -0.233
C 0.99662 0.19788 -1.69031 -0.184
O 1.26782 -1.10678 -1.07051 -0.162
C 0.12403 -2.02593 -1.16116 -0.207
O -0.01682 -2.93058 0.01155 -0.283
S -0.35354 -2.04888 1.44176 0.823
O -1.52259 -1.05779 1.06808 -0.561
O 1.03612 -1.15789 1.96468 -0.562
P 0.69848 -0.25710 3.41486 0.728
O 0.49121 1.40834 2.85683 -0.340
Br -1.23118 -0.97237 4.43470 0.337
H 0.70344 2.67975 -2.33711 0.091
H -0.30830 3.38773 -0.79638 0.095
H -1.26820 2.57510 -2.27234 0.092
H -1.21626 0.60165 -0.96862 0.096
H 0.12747 1.25987 0.26246 0.092
H 0.74642 0.16024 -2.83720 0.152
H 2.01023 0.82322 -1.60713 0.159
H 0.36138 -2.75127 -2.07964 0.192
H -0.90192 -1.52073 -1.42400 0.147
H 1.40347 1.86709 2.88987 0.115
Ca -2.74963 -2.79951 2.44164 1.527
```

For the HOMO energy, the calculation gives -15.76 eV. The net charge is +2. For the HOMO-LUMO gap, the calculation gives 0.2353 hartree. For the strongest force on any atom, the calculation gives 0.09321 Eh/bohr. As for the total energy: -123133.196 eV.

(3)
C32H35BrNO4PTb as an isolated structure in a non-equilibrium geometry, computed with ωB97M-V with the def2-TZVPD basis set.

```
75
Properties=species:S:1:pos:R:3:lowdin_charge:R:1
C 7.55642 -0.10338 0.57253 -0.128
C 7.17243 1.33801 0.93289 -0.287
C 6.01129 1.93167 0.14633 -0.618
Br 6.11684 1.48549 -1.75132 0.776
C 4.62330 1.57663 0.64680 -0.225
C 4.41665 0.84480 1.80543 0.018
C 3.13650 0.56004 2.25736 0.024
C 2.04514 1.00158 1.54807 -0.093
C 2.24274 1.73908 0.38016 -0.082
C 3.51112 2.02525 -0.06192 0.017
C 1.04538 2.21341 -0.33446 -0.311
O 0.95108 3.28854 -0.87067 0.115
C -0.10484 1.26305 -0.34431 -0.065
C -0.33339 0.56255 0.83909 -0.008
C -1.46065 -0.23995 0.97165 -0.108
C -1.86160 -0.93521 2.25145 -0.082
C -2.17974 -2.42077 2.07461 -0.124
N -0.99818 -3.17951 1.54646 -0.054
C -0.69103 -4.26881 2.46418 -0.247
C 0.22258 -5.34430 1.79386 -0.217
C -1.25816 -3.78395 0.23767 -0.476
C -0.34222 -3.37305 -0.86908 0.038
O -2.13330 -4.59754 0.11879 0.130
C -2.32656 -0.30650 -0.12230 0.038
C -2.11572 0.38091 -1.30637 -0.156
C -3.19798 0.31339 -2.35516 -0.157
O -3.75968 1.59433 -2.56009 -0.088
C -4.51826 2.03097 -1.47385 -0.274
C -5.78988 1.50991 -1.25992 -0.010
C -6.53782 1.93737 -0.18037 -0.061
C -6.02194 2.88928 0.68786 -0.064
C -4.75781 3.42189 0.45224 -0.060
C -4.00212 2.99697 -0.62581 -0.013
C -0.96158 1.17247 -1.45370 -0.202
P -0.60086 2.22019 -2.87313 1.197
C 1.13022 2.14277 -3.39654 -0.185
C -1.53923 1.88923 -4.37317 -0.198
C 0.64813 0.74915 1.96999 -0.265
O 0.29895 0.72605 3.12074 0.147
H 7.94668 -0.61328 1.44827 0.076
H 8.29530 -0.11135 -0.21802 0.068
H 6.68834 -0.67368 0.24471 0.058
H 8.03273 1.97049 0.72802 0.116
H 6.99273 1.43056 1.99967 0.104
H 6.09526 3.01356 0.20338 0.109
H 5.23699 0.47167 2.39463 0.118
H 2.99966 0.01421 3.17804 0.127
H 3.66616 2.61037 -0.95519 0.108
H -1.13122 -0.81372 3.03898 0.106
H -2.79042 -0.45954 2.56840 0.150
H -3.02285 -2.55007 1.40227 0.124
H -2.47329 -2.82245 3.04190 0.126
H -1.66600 -4.74468 2.76199 0.086
H -0.17378 -3.87855 3.33827 0.152
H 1.00582 -4.90892 1.18298 0.143
H -0.41337 -6.03475 1.19183 0.019
H 0.70527 -5.96558 2.58200 -0.005
H 0.07985 -4.24774 -1.35766 0.105
H -0.93008 -2.82864 -1.60594 0.103
H 0.43645 -2.71085 -0.50737 0.092
H -3.25110 -0.85944 -0.03613 0.133
H -2.84042 -0.05659 -3.30829 0.117
H -3.96601 -0.38843 -2.02924 0.128
H -6.18611 0.77414 -1.94519 0.125
H -7.52331 1.53199 -0.01996 0.113
H -6.61107 3.21379 1.52953 0.111
H -4.37956 4.17619 1.12389 0.112
H -3.03076 3.43461 -0.80568 0.114
H 1.68605 1.41190 -2.81659 0.063
H 1.16326 1.86647 -4.44596 0.065
H 1.60870 3.10874 -3.26668 0.070
H -2.54977 2.28011 -4.33227 0.062
H -1.54822 0.82002 -4.57087 0.068
H -1.01788 2.38252 -5.18920 0.070
Tb -0.77026 -7.09504 2.84551 1.921
```

The multiplicity is 7. For the HOMO energy (alpha / beta), the calculation gives -14.70 / -14.71 eV. The net charge is +3. The value obtained for the relative energy (zero: lowest compared OMol25 entry of this formula, charge and spin) is 0.000 eV. For the HOMO-LUMO gap (alpha / beta), the calculation gives 0.1491 / 0.1206 hartree. For the strongest force on any atom, the calculation gives 0.11296 Eh/bohr. As for the total energy: -145166.714 eV.

(4)
C25H21NO2PSn as an isolated structure in a non-equilibrium geometry, computed with ωB97M-V with the def2-TZVPD basis set.

```
51
Properties=species:S:1:pos:R:3:lowdin_charge:R:1
Sn -1.78863 1.10198 1.75071 1.352
O -1.13305 3.29240 0.90164 -0.100
C 0.01591 2.94356 1.23898 -0.749
O 0.19823 2.13683 2.20244 -0.144
C 1.12531 3.15791 0.28634 -0.146
C 2.10265 4.13234 0.26757 0.006
C 3.02878 4.13209 -0.76626 -0.045
C 2.98271 3.15948 -1.75328 -0.052
C 2.01236 2.16924 -1.72148 -0.058
C 1.06591 2.17037 -0.70547 -0.287
P -0.26735 0.91865 -0.61448 1.045
C -1.44787 1.37806 -1.91647 -0.374
C -2.49852 0.48401 -2.12884 -0.131
C -3.44047 0.73875 -3.10762 -0.067
C -3.35840 1.90612 -3.85213 -0.061
C -2.34464 2.81803 -3.60723 -0.056
C -1.38269 2.55835 -2.64456 -0.058
C 0.58203 -0.56622 -1.25118 -0.357
C 1.59488 -1.07765 -0.44303 -0.109
C 2.25557 -2.23565 -0.80308 -0.065
C 1.91267 -2.88461 -1.97924 -0.063
C 0.92686 -2.36217 -2.79962 -0.059
C 0.25413 -1.20738 -2.43796 -0.072
H 2.14369 4.87836 1.04607 0.127
H 3.79074 4.89696 -0.79551 0.115
H 3.70757 3.17091 -2.55263 0.113
H 1.98155 1.40175 -2.48213 0.118
H -2.55060 -0.42376 -1.53106 0.109
H -4.23654 0.03282 -3.29189 0.111
H -4.09169 2.10538 -4.61868 0.112
H -2.30230 3.73643 -4.17128 0.112
H -0.59139 3.26842 -2.45520 0.111
H 1.86215 -0.54554 0.46107 0.096
H 3.03489 -2.63412 -0.17218 0.110
H 2.41320 -3.79934 -2.25488 0.111
H 0.67739 -2.86004 -3.72426 0.113
H -0.52198 -0.80919 -3.07626 0.102
C -0.15106 -4.74109 4.76899 -0.027
C -0.44668 -3.40042 4.19445 -0.241
C -1.69875 -2.80031 4.32270 0.001
C -1.94604 -1.59124 3.70556 -0.147
N -1.02969 -0.94154 2.98564 -0.107
C 0.18903 -1.47721 2.90859 -0.121
C 0.51875 -2.68838 3.48105 0.005
H -0.96863 -5.10334 5.38663 0.086
H 0.76083 -4.71665 5.36296 0.095
H 0.01524 -5.45301 3.95966 0.099
H -2.47461 -3.28027 4.89912 0.122
H -2.91959 -1.11500 3.78699 0.105
H 0.91925 -0.89231 2.36503 0.095
H 1.51891 -3.08276 3.37570 0.125
```

For the HOMO energy, the calculation gives -11.60 eV. The net charge is +1. The value obtained for the relative energy (zero: lowest compared OMol25 entry of this formula, charge and spin) is 0.000 eV. For the HOMO-LUMO gap, the calculation gives 0.3070 hartree. For the strongest force on any atom, the calculation gives 0.02140 Eh/bohr. As for the total energy: -46966.841 eV.

(5)
C2H4HoO2 as an isolated structure in a non-equilibrium geometry, computed with ωB97M-V with the def2-TZVPD basis set.

```
9
Properties=species:S:1:pos:R:3:lowdin_charge:R:1
H -1.43805 -0.61702 0.38043 0.174
C -0.16515 0.67569 -1.03756 0.026
C -0.40701 -0.91800 0.82897 0.024
O 0.82444 -1.25566 0.57255 -0.248
O 0.52816 1.46157 -0.24009 -0.237
H -1.22130 0.95246 -1.17379 0.140
H -0.65988 -0.99094 1.90157 0.127
Ho 2.28895 0.43000 0.73862 1.849
H 0.24983 0.26190 -1.97070 0.144
```

The multiplicity is 6. For the HOMO energy (alpha / beta), the calculation gives -16.22 / -20.84 eV. The net charge is +2. For the HOMO-LUMO gap (alpha / beta), the calculation gives 0.1989 / 0.3777 hartree. For the strongest force on any atom, the calculation gives 0.11629 Eh/bohr. As for the total energy: -32009.128 eV.

The highest strongest force on any atom belongs to which entry? C2H4HoO2

Among the records above, which one has the lowest strongest force on any atom? C25H21NO2PSn